The following is a quantum chemistry calculation of a molecular structure, C26H23IN4O6PPdS, from the Open Molecules 2025 dataset.

The geometry in XYZ format:
```
63
Properties=species:S:1:pos:R:3:forces:R:3
Pd -0.314809 -1.123447 -0.657456 -1.6 -0.7 2.4
O -0.344718 -3.550618 0.405637 -0.9 1.0 1.6
C -0.628057 -2.471556 0.870276 2.1 -0.2 -5.2
C -0.906823 -1.982241 2.156766 -1.6 1.2 3.8
C -1.434408 -2.831928 3.168069 0.7 0.3 -1.3
C -1.725766 -2.324963 4.403085 -0.1 0.6 0.9
C -1.487918 -0.975181 4.713455 -0.1 -0.7 -0.3
C -0.986021 -0.131588 3.743837 -0.1 0.0 0.1
C -0.746144 -0.595719 2.460434 0.1 -1.7 -0.1
P -0.013788 0.352806 1.108321 -0.1 -0.4 -1.0
C -0.574545 2.052286 1.457274 -0.2 -0.2 -0.2
C 0.229770 3.164246 1.221419 0.0 -0.2 0.0
C -0.245125 4.433527 1.492919 0.1 0.1 0.0
C -1.526681 4.608282 1.992151 -0.1 0.0 0.0
C -2.341565 3.507298 2.198685 -0.1 0.2 0.0
C -1.875733 2.237401 1.912459 0.2 -0.1 0.0
C 1.710781 0.343270 1.708587 0.2 -0.2 0.3
C 2.520955 -0.726868 1.320250 -0.3 0.1 -0.2
C 3.785821 -0.876796 1.857538 0.3 0.0 0.2
C 4.255145 0.021251 2.804801 -0.1 0.0 -0.1
C 3.441887 1.065331 3.220010 0.2 0.0 0.1
C 2.179389 1.223436 2.683999 -0.1 0.0 -0.2
H -1.597249 -3.874199 2.933338 0.0 -0.1 0.0
H -2.129032 -2.971223 5.168366 -0.1 -0.1 0.0
H -1.696192 -0.604909 5.706154 0.0 0.0 0.1
H -0.800697 0.906106 3.979491 0.0 0.1 0.0
H 1.223707 3.028002 0.817969 0.0 0.1 0.0
H 0.386479 5.290698 1.308546 0.0 0.1 0.0
H -1.897042 5.602325 2.196697 0.0 0.1 0.0
H -3.344482 3.638676 2.578286 -0.1 0.0 0.0
H -2.512636 1.372509 2.042625 -0.1 0.1 0.1
H 2.164283 -1.430178 0.573545 0.0 0.1 0.0
H 4.409473 -1.698735 1.534938 0.0 0.0 0.0
H 5.248603 -0.088647 3.217293 0.0 0.0 0.0
H 3.793456 1.760260 3.970449 0.0 0.0 0.0
H 1.555244 2.038057 3.016515 0.0 0.1 0.1
N 2.151496 1.211701 -1.640227 0.2 0.0 0.4
C 0.899082 1.542376 -2.028414 0.2 0.9 0.1
O -0.026933 1.659631 -1.236093 -0.1 0.4 -0.1
C 0.775622 1.950980 -3.470297 -0.1 -0.1 -0.1
I 1.505518 3.951675 -3.610855 0.0 0.2 -0.2
H 2.211671 0.805786 -0.710791 0.1 0.1 -0.3
H 2.714814 0.735578 -2.339528 0.0 0.1 0.1
H -0.260699 1.938416 -3.791444 0.1 0.1 0.1
H 1.390022 1.318665 -4.102027 0.0 0.2 -0.1
C 1.026369 -2.876357 -3.766339 0.0 0.7 0.5
S 1.323152 -1.313346 -2.939599 1.2 -0.8 -1.3
O 2.390841 -0.635792 -3.666997 0.3 -0.3 -0.4
O 1.733867 -1.626087 -1.562629 0.3 -0.6 -0.3
O 0.091199 -0.520371 -2.973198 -0.3 -0.3 0.2
H 1.907672 -3.482466 -3.606803 0.2 -0.1 0.0
H 0.867038 -2.678083 -4.817246 -0.1 0.0 -0.2
H 0.147824 -3.318297 -3.312734 -0.2 -0.1 0.0
N -2.775850 -0.503020 -2.383980 0.2 0.3 0.4
C -2.423333 -1.763627 -2.792065 -0.7 0.3 -0.2
O -1.691866 -2.461704 -2.064625 0.7 0.0 0.5
C -2.991514 -2.231054 -4.019236 0.4 0.2 0.8
C -3.860936 -1.438179 -4.755383 -0.4 0.5 -0.4
N -4.581784 -0.762439 -5.356096 -0.2 0.2 -0.1
C -2.632655 -3.462062 -4.557270 0.2 -0.6 -0.1
N -2.341107 -4.471557 -5.034258 0.1 -0.3 -0.1
H -2.149616 -0.084497 -1.687414 -0.5 -0.1 -0.5
H -3.175458 0.127158 -3.061175 0.0 0.0 0.0
```
Positions in Å, forces in eV/Å.

Results
ΔE to the lowest compared entry with this formula, charge and spin	80.78	kJ/mol
largest force on an atom	0.1086	hartree/bohr
net charge	-1
HOMO	-4.581	eV